Record 1
{"formula": "C21H13N7O7Rh", "method": "the ωB97M-V functional and the def2-TZVPD basis", "largest_force_ev_per_a": 0.36, "charge": 1, "gap_ev": [6.6, 6.1], "e_lumo_ev": [-3.269, -6.234], "multiplicity": 5, "elements": ["Rh", "N", "C", "N", "C", "N", "N", "C", "C", "C", "C", "C", "C", "N", "C", "C", "C", "C", "C", "C", "H", "H", "H", "H", "H", "H", "H", "H", "H", "H", "H", "O", "C", "O", "C", "C", "C", "C", "C", "C", "O", "N", "O", "O", "N", "O", "O", "H", "H"], "positions_angstrom": [[-1.35617, -0.51840, -0.12170], [-1.83395, 3.76878, -0.22796], [-1.79932, 2.49712, -0.61316], [-1.63171, 1.50670, 0.21978], [-1.47304, 1.76500, 1.58161], [-1.29464, 0.73625, 2.40944], [-1.30694, -0.39830, 1.77709], [-1.08214, -1.61875, 2.45510], [-1.02135, -2.73158, 1.63111], [-0.85975, -4.05410, 2.11091], [-0.88734, -5.10215, 1.22494], [-1.07442, -4.85151, -0.13607], [-1.20599, -3.53710, -0.56789], [-1.16820, -2.50986, 0.26624], [-1.51492, 3.12187, 2.05555], [-1.37272, 3.46997, 3.40589], [-1.41471, 4.79264, 3.78006], [-1.59731, 5.79685, 2.82264], [-1.73803, 5.47939, 1.48854], [-1.69622, 4.14123, 1.11302], [-1.97283, 4.48389, -0.92654], [-1.91886, 2.27674, -1.66749], [-0.97940, -1.62272, 3.52959], [-0.72773, -4.21628, 3.17127], [-0.77069, -6.11652, 1.58053], [-1.11200, -5.65413, -0.85733], [-1.33865, -3.28669, -1.61313], [-1.22945, 2.68540, 4.13481], [-1.30578, 5.06090, 4.82148], [-1.62871, 6.83300, 3.12975], [-1.87940, 6.25258, 0.74410], [-0.60491, 0.11208, -4.11508], [-0.45244, -0.33290, -2.99593], [-1.39743, -0.57947, -2.15728], [0.98516, -0.69580, -2.61087], [1.83096, -1.04806, -3.64480], [3.15203, -1.35957, -3.38569], [3.71955, -1.34738, -2.09737], [2.91110, -0.99366, -1.07269], [1.52599, -0.58559, -1.26135], [0.89060, -0.08268, -0.31698], [3.43192, -1.07276, 0.30004], [2.68621, -1.53944, 1.13506], [4.57224, -0.71142, 0.47713], [4.02945, -1.74198, -4.51625], [3.51543, -1.81626, -5.60767], [5.18834, -1.97205, -4.24849], [1.45509, -1.05927, -4.65804], [4.75307, -1.62401, -1.94590]], "forces_ev_per_angstrom": [[-0.28, 0.21, -0.10], [-0.02, -0.06, 0.00], [-0.04, 0.02, -0.01], [0.16, 0.00, -0.08], [-0.05, -0.02, 0.05], [-0.06, 0.02, -0.03], [0.11, -0.03, 0.13], [0.01, 0.01, -0.04], [-0.03, -0.03, 0.07], [0.00, -0.02, -0.02], [0.00, 0.01, 0.04], [0.00, 0.04, -0.03], [0.06, -0.02, 0.01], [0.11, 0.05, 0.04], [0.01, 0.01, 0.03], [0.00, 0.01, -0.01], [-0.01, 0.01, -0.01], [0.00, -0.01, 0.00], [0.00, -0.03, 0.02], [0.00, 0.02, -0.02], [0.01, 0.01, 0.00], [0.01, 0.00, -0.01], [0.00, -0.03, 0.00], [0.00, 0.00, 0.00], [0.00, 0.00, 0.00], [0.00, 0.00, 0.00], [-0.01, -0.02, 0.00], [0.00, -0.01, 0.00], [0.00, 0.00, 0.00], [0.00, 0.00, 0.00], [0.00, 0.00, 0.00], [0.03, 0.04, 0.07], [-0.07, -0.01, -0.07], [0.04, 0.01, -0.04], [0.07, -0.04, -0.01], [-0.12, 0.01, 0.04], [0.09, 0.02, 0.02], [-0.08, -0.01, 0.05], [0.06, 0.00, -0.02], [-0.04, 0.13, -0.11], [0.03, -0.26, 0.05], [0.04, -0.04, 0.00], [-0.01, -0.01, -0.02], [-0.01, 0.05, 0.00], [-0.06, -0.17, 0.02], [0.02, 0.06, -0.01], [0.02, 0.06, -0.01], [0.00, 0.00, 0.00], [0.00, 0.01, 0.01]]}


Record 2
{"formula": "C21H14AgCl5N3O", "method": "the ωB97M-V functional and the def2-TZVPD basis", "e_above_lowest_ev": 0.492, "largest_force_ev_per_a": 0.57, "charge": -1, "gap_ev": 5.8, "e_lumo_ev": 2.525, "elements": ["Ag", "C", "C", "N", "C", "C", "C", "C", "C", "C", "C", "C", "C", "N", "C", "H", "H", "H", "H", "H", "H", "H", "H", "N", "C", "O", "C", "C", "H", "H", "H", "H", "H", "H", "Cl", "C", "C", "C", "Cl", "C", "Cl", "C", "Cl", "C", "Cl"], "positions_angstrom": [[-0.60319, -0.43338, -0.00856], [-0.79894, 0.27843, 4.98841], [-0.94378, -0.18330, 3.67007], [-0.17492, 0.19616, 2.67427], [0.80494, 1.07560, 2.93230], [1.04363, 1.59130, 4.21554], [0.20397, 1.17122, 5.25960], [2.12717, 2.51346, 4.43116], [2.92699, 2.88750, 3.41057], [2.70711, 2.38521, 2.07951], [3.52007, 2.75563, 0.99217], [3.25327, 2.24722, -0.25154], [2.15445, 1.37739, -0.40187], [1.37981, 1.03071, 0.60591], [1.65117, 1.50448, 1.83080], [-1.46865, -0.06931, 5.76271], [-1.72880, -0.88792, 3.42030], [0.35601, 1.55399, 6.26137], [2.28343, 2.89255, 5.43359], [3.74602, 3.57926, 3.56629], [4.34837, 3.43517, 1.15508], [3.85645, 2.49455, -1.11384], [1.91717, 0.93277, -1.35784], [0.60653, -2.41205, -3.93365], [0.92759, -2.10303, -2.61993], [1.75433, -1.24269, -2.39040], [0.25177, -2.97556, -1.58909], [0.29212, -2.45303, -0.16567], [0.84233, -1.68437, -4.59093], [-0.29207, -2.84513, -4.07097], [0.69116, -3.97855, -1.76811], [-0.78629, -3.07582, -1.92872], [1.32206, -2.44772, 0.20787], [-0.26552, -3.15097, 0.46973], [-2.69595, -0.94643, -2.53357], [-3.15851, 0.43250, -1.52716], [-2.31744, 0.84602, -0.50540], [-2.75636, 1.96714, 0.16653], [-1.72907, 2.67067, 1.43017], [-3.95372, 2.62564, -0.08467], [-4.45206, 4.01960, 0.81701], [-4.77548, 2.14578, -1.09882], [-6.28607, 2.91776, -1.44304], [-4.36917, 1.04145, -1.84222], [-5.38352, 0.46862, -3.12575]], "forces_ev_per_angstrom": [[-0.21, -0.47, -0.08], [0.03, 0.02, -0.05], [0.06, 0.03, -0.11], [-0.08, -0.09, 0.31], [0.04, 0.00, 0.01], [0.13, 0.12, 0.11], [-0.05, -0.06, -0.08], [0.01, -0.03, -0.14], [-0.09, -0.07, -0.02], [0.23, 0.23, 0.11], [-0.05, -0.03, -0.01], [-0.20, -0.13, 0.03], [0.08, 0.08, 0.38], [0.25, 0.09, -0.28], [-0.14, -0.09, -0.08], [-0.03, -0.01, 0.00], [-0.03, -0.04, -0.02], [0.03, 0.03, 0.02], [0.03, 0.03, 0.02], [0.02, 0.01, 0.04], [0.02, 0.02, 0.01], [0.04, 0.03, 0.01], [-0.05, -0.06, -0.12], [-0.12, 0.06, 0.02], [0.12, -0.06, -0.04], [0.11, 0.13, 0.06], [-0.10, -0.08, -0.25], [-0.01, 0.18, 0.15], [0.00, -0.05, -0.01], [0.01, 0.03, -0.08], [0.07, 0.05, 0.16], [-0.04, -0.02, 0.10], [0.03, 0.00, -0.05], [0.02, -0.03, -0.01], [-0.01, 0.14, 0.15], [-0.09, -0.17, -0.25], [0.21, -0.17, -0.13], [0.21, 0.36, 0.40], [-0.16, -0.08, -0.19], [-0.18, 0.04, -0.10], [0.01, 0.00, 0.01], [-0.09, 0.03, -0.03], [0.00, 0.03, 0.01], [-0.03, 0.05, 0.03], [0.00, 0.00, 0.00]]}


Record 3
{"formula": "C21H14Cl2N5O3RhS2", "method": "the ωB97M-V functional and the def2-TZVPD basis", "e_above_lowest_ev": 0.578, "largest_force_ev_per_a": 0.64, "gap_ev": 6.6, "e_lumo_ev": -0.538, "elements": ["Rh", "Cl", "C", "C", "C", "N", "C", "O", "C", "C", "C", "C", "C", "N", "C", "C", "C", "Cl", "N", "C", "O", "C", "C", "C", "C", "C", "N", "H", "H", "H", "H", "H", "H", "H", "H", "H", "H", "C", "O", "C", "S", "S", "H", "H", "H", "N", "C", "H"], "positions_angstrom": [[0.28607, 0.34130, -0.15170], [-6.26997, -1.40119, -0.70411], [-4.76540, -0.82713, -0.07785], [-3.62727, -0.95252, -0.86141], [-2.40484, -0.49666, -0.38637], [-1.20156, -0.55219, -1.10927], [-0.93355, -1.27848, -2.21252], [-1.66669, -2.06559, -2.78283], [0.43978, -0.94279, -2.75605], [0.82535, -1.43635, -3.98754], [2.03415, -1.02160, -4.52054], [2.81829, -0.13294, -3.80188], [2.38457, 0.28155, -2.55679], [1.22124, -0.11600, -2.04984], [-2.32725, 0.08640, 0.90013], [-3.47394, 0.19808, 1.67569], [-4.68899, -0.25543, 1.18240], [-6.09466, -0.09666, 2.17405], [-1.05213, 0.52282, 1.29463], [-0.66718, 0.95407, 2.51192], [-1.33493, 1.00578, 3.53048], [0.75932, 1.45662, 2.49087], [1.28641, 2.05219, 3.62006], [2.56413, 2.58393, 3.55741], [3.26906, 2.49767, 2.36837], [2.68633, 1.85605, 1.29087], [1.45966, 1.34650, 1.35452], [-3.69240, -1.42266, -1.82876], [0.16336, -2.12537, -4.49224], [2.36049, -1.38169, -5.48699], [3.76716, 0.21593, -4.18243], [2.99180, 0.91343, -1.92586], [-3.41957, 0.61791, 2.66635], [0.67616, 2.08324, 4.51125], [3.00492, 3.06099, 4.42245], [4.26789, 2.89840, 2.27463], [3.21706, 1.70269, 0.36292], [-0.27973, -2.48809, 1.11158], [0.76382, -1.61455, 0.65442], [2.10977, -2.13883, 0.68578], [2.28833, -3.70255, 1.16815], [3.30614, -1.07932, 0.14415], [-1.21233, -1.96309, 0.96203], [-0.13865, -2.71451, 2.16690], [-0.26973, -3.41676, 0.54435], [-0.47351, 3.03283, -1.27327], [-0.13827, 2.01449, -0.85164], [-0.81870, 3.90009, -1.62649]], "forces_ev_per_angstrom": [[0.23, -0.34, -0.02], [-0.01, -0.02, -0.04], [0.00, 0.00, 0.00], [0.08, -0.02, 0.02], [-0.25, 0.05, 0.05], [0.29, 0.24, 0.16], [-0.04, 0.19, 0.12], [0.00, 0.01, -0.09], [-0.03, -0.08, -0.16], [0.07, -0.05, -0.04], [-0.04, -0.01, 0.01], [0.00, 0.00, 0.01], [0.11, -0.07, 0.01], [-0.22, 0.06, 0.33], [-0.25, 0.01, -0.07], [0.07, -0.03, -0.01], [0.01, 0.00, 0.00], [-0.01, 0.02, 0.05], [0.33, 0.06, -0.12], [-0.14, -0.02, -0.18], [0.02, 0.04, 0.02], [-0.01, 0.04, 0.17], [0.07, 0.01, 0.06], [-0.05, -0.02, 0.00], [0.02, -0.01, -0.01], [0.13, -0.06, -0.03], [-0.22, -0.11, -0.27], [0.03, 0.00, -0.04], [-0.01, 0.01, 0.00], [0.00, -0.01, 0.00], [0.00, 0.01, 0.01], [-0.02, 0.03, -0.03], [0.03, 0.03, 0.02], [-0.01, 0.01, -0.01], [-0.01, 0.00, 0.01], [0.00, 0.00, -0.01], [-0.01, 0.04, 0.03], [-0.29, -0.21, 0.13], [0.57, 0.28, -0.11], [0.21, -0.24, -0.27], [0.11, 0.13, 0.07], [-0.34, -0.18, 0.28], [0.01, -0.06, 0.05], [0.03, 0.00, -0.05], [0.01, 0.08, 0.01], [0.08, 0.09, -0.04], [-0.59, 0.10, -0.01], [0.03, 0.01, -0.01]]}


Record 4
{"formula": "C21H14CoN9O11S", "method": "the ωB97M-V functional and the def2-TZVPD basis", "e_above_lowest_ev": 0.000, "largest_force_ev_per_a": 0.70, "charge": -1, "gap_ev": [4.9, 6.2], "e_lumo_ev": [1.539, 0.434], "multiplicity": 4, "elements": ["Co", "N", "C", "S", "N", "N", "C", "C", "C", "C", "C", "C", "N", "H", "H", "H", "H", "H", "H", "H", "N", "C", "H", "O", "N", "O", "C", "C", "C", "C", "O", "C", "C", "N", "O", "O", "N", "O", "O", "H", "H", "O", "C", "O", "C", "C", "C", "C", "C", "C", "N", "O", "O", "H", "H", "H", "H"], "positions_angstrom": [[0.17929, -0.14859, -0.17915], [-0.25338, 3.07257, -3.00870], [-0.19977, 2.18765, -1.94131], [0.61636, 0.65763, -2.20762], [-0.74995, 2.47825, -0.82015], [-0.67769, 1.48203, 0.09564], [-1.22115, 1.65755, 1.29959], [-1.10344, 0.56234, 2.15746], [-1.59062, 0.47877, 3.48241], [-1.43171, -0.68183, 4.18409], [-0.78575, -1.78164, 3.58295], [-0.30915, -1.64384, 2.29845], [-0.44791, -0.51395, 1.60511], [0.51767, 2.99104, -3.65192], [-0.43876, 4.02229, -2.72309], [-1.69349, 2.59421, 1.55974], [-2.08625, 1.33808, 3.91464], [-1.80425, -0.75785, 5.19812], [-0.65904, -2.71902, 4.10414], [0.19327, -2.44984, 1.77954], [1.96793, 1.36057, 1.43203], [1.81786, 0.48256, 0.54963], [2.95313, 1.44673, 1.68940], [5.39103, -3.73160, -4.19151], [4.47155, -4.40170, -3.75317], [4.26972, -5.56423, -4.06144], [3.55136, -3.77012, -2.82356], [3.77601, -2.45552, -2.42649], [2.90515, -1.86722, -1.54391], [1.73722, -2.52804, -1.04061], [0.85539, -1.96062, -0.33224], [1.62083, -3.89033, -1.44631], [2.47838, -4.49218, -2.34004], [0.50600, -4.69682, -0.95542], [0.00008, -5.48994, -1.73222], [0.10308, -4.49681, 0.17394], [3.11570, -0.52080, -1.16532], [3.87572, 0.23651, -1.79336], [2.98755, -0.26544, 0.20279], [4.61999, -1.89729, -2.80210], [2.30610, -5.50923, -2.65692], [-1.28793, -0.57448, -3.03758], [-1.74677, -1.20556, -2.06035], [-1.54535, -0.97525, -0.84147], [-2.67087, -2.36474, -2.36822], [-3.22474, -2.50172, -3.63629], [-4.03578, -3.58345, -3.92806], [-4.26071, -4.52211, -2.93469], [-3.70668, -4.41959, -1.67144], [-2.91060, -3.32175, -1.38942], [-5.12130, -5.67841, -3.24004], [-5.31657, -6.49278, -2.35947], [-5.56005, -5.77866, -4.37053], [-3.00159, -1.75510, -4.38561], [-4.48409, -3.71490, -4.90096], [-3.89237, -5.18871, -0.93758], [-2.45012, -3.20276, -0.41857]], "forces_ev_per_angstrom": [[-0.01, 0.03, 0.09], [0.02, -0.03, 0.00], [-0.07, 0.09, 0.08], [0.06, -0.03, -0.03], [0.04, 0.02, -0.06], [-0.04, -0.03, 0.04], [0.03, 0.01, -0.04], [0.00, 0.00, 0.01], [0.00, -0.01, 0.00], [0.00, 0.01, 0.00], [0.01, -0.01, -0.01], [-0.01, -0.01, 0.01], [0.03, 0.01, -0.01], [0.01, 0.00, 0.00], [-0.01, 0.00, 0.00], [0.00, 0.00, 0.00], [0.00, 0.00, 0.00], [0.00, 0.00, 0.00], [0.00, 0.00, 0.00], [0.00, 0.00, 0.00], [0.01, 0.00, 0.00], [-0.04, 0.06, 0.00], [0.00, 0.00, 0.00], [0.02, -0.02, 0.05], [-0.07, 0.04, -0.13], [0.03, -0.01, 0.05], [0.02, -0.02, 0.01], [-0.01, -0.01, 0.00], [-0.01, 0.01, -0.01], [-0.01, 0.02, 0.06], [0.01, -0.02, -0.08], [0.15, -0.15, 0.06], [0.00, 0.01, 0.04], [-0.46, 0.49, -0.19], [0.16, -0.18, 0.05], [0.17, -0.18, 0.05], [-0.01, -0.01, 0.01], [0.02, 0.01, -0.02], [0.03, -0.03, 0.01], [0.00, 0.00, 0.00], [0.00, -0.01, 0.00], [0.11, -0.08, -0.09], [-0.35, 0.20, 0.12], [0.10, -0.15, -0.08], [0.09, -0.05, 0.00], [0.02, 0.00, -0.01], [-0.02, 0.00, 0.01], [-0.06, 0.06, 0.03], [-0.02, 0.01, 0.00], [0.01, 0.00, -0.01], [0.27, -0.20, -0.10], [-0.09, 0.07, 0.05], [-0.10, 0.08, 0.02], [0.00, 0.00, 0.00], [0.00, 0.00, 0.00], [0.00, 0.00, 0.00], [0.01, 0.00, 0.01]]}


Record 5
{"formula": "C21H14F3N5", "method": "the ωB97M-V functional and the def2-TZVPD basis", "e_above_lowest_ev": 0.000, "largest_force_ev_per_a": 4.54, "gap_ev": 8.0, "e_lumo_ev": -0.861, "elements": ["N", "F", "F", "F", "C", "N", "N", "N", "C", "C", "C", "C", "C", "C", "C", "C", "C", "C", "C", "C", "C", "C", "C", "C", "C", "N", "C", "C", "C", "H", "H", "H", "H", "H", "H", "H", "H", "H", "H", "H", "H", "H", "H"], "positions_angstrom": [[2.02870, 0.48193, -6.47730], [-0.92741, 1.60281, 6.44452], [0.73562, 2.81393, 7.23225], [-0.93628, 3.78391, 6.05712], [1.56918, 0.34318, -5.39376], [-1.16488, -4.51634, -1.15624], [1.92878, 1.95375, 4.94644], [1.04628, 1.15434, -3.18657], [-0.58815, -3.35596, -1.04134], [-0.71763, -2.56000, -2.24580], [-1.41525, -3.34652, -3.10538], [2.63414, 1.71566, 3.84589], [1.00500, 0.17699, -4.08622], [0.67979, 2.46990, 4.92319], [2.12192, 2.08604, 2.57269], [0.11667, 2.84147, 3.70087], [-0.62555, 0.84627, 0.53975], [0.33952, -0.98551, -3.79517], [0.80960, 2.66610, 2.49662], [0.06076, 1.99299, 0.18962], [0.60657, 2.08719, -1.08849], [-0.76657, -0.21114, -0.35099], [-0.20858, -1.20691, -2.53619], [0.51025, 1.03709, -1.99459], [-0.16815, -0.16666, -1.61252], [-1.65269, -4.55985, -2.43827], [-0.13982, 2.68658, 6.19625], [0.20760, 3.12162, 1.17869], [-2.35695, -5.66853, -3.06013], [-0.05122, -3.04989, -0.15838], [-1.74286, -3.08784, -4.11187], [3.63490, 1.27909, 3.96312], [2.71544, 1.83466, 1.70915], [-0.87407, 3.26388, 3.73852], [-1.01822, 0.78566, 1.54315], [0.30408, -1.76483, -4.54282], [1.14722, 2.97067, -1.35798], [-1.31787, -1.07348, 0.03505], [0.88294, 3.90047, 0.80347], [-0.73743, 3.59283, 1.32079], [-2.58585, -6.46927, -2.34164], [-1.79529, -6.13406, -3.85745], [-3.29424, -5.33222, -3.49804]], "forces_ev_per_angstrom": [[-1.65, -0.59, 3.79], [0.29, 1.02, 0.02], [-1.45, 0.34, -0.50], [0.65, -0.98, 0.69], [1.97, 1.02, -3.96], [-0.44, -1.01, -1.36], [-0.82, -0.15, 1.56], [1.76, 0.87, -2.48], [0.12, 1.38, -0.95], [0.02, 0.13, 1.11], [-0.21, -1.61, 0.75], [-1.40, 1.10, -1.00], [-0.83, 1.25, 1.56], [1.38, -0.17, -2.07], [-1.13, -0.12, 1.20], [0.15, -0.22, 0.25], [-0.48, -1.44, -0.46], [-0.50, -1.58, 0.31], [1.21, -0.52, 0.63], [1.15, 1.03, -1.56], [-0.38, 0.52, 1.89], [-0.29, 0.35, 2.06], [0.36, -0.99, -1.12], [-0.94, -1.54, 0.34], [0.02, 0.66, 0.28], [0.17, 1.98, -0.74], [1.45, -0.71, -0.12], [1.33, -0.31, 0.08], [-0.38, -0.59, 0.68], [-0.12, -0.24, 0.18], [-0.05, -0.55, 0.34], [-0.52, 0.18, -0.03], [-0.08, 0.24, -0.36], [-0.18, 0.14, -0.37], [-0.25, -0.20, 0.08], [0.06, -0.15, 0.05], [0.20, 0.32, -0.32], [0.21, 0.17, -0.56], [-0.17, -0.18, -0.26], [-0.82, 0.33, 0.37], [0.17, 0.56, 0.02], [0.50, 0.07, -0.17], [-0.08, 0.17, 0.14]]}